# 1
H12O6Pt as an isolated structure. Source: OMol25; level of theory: ωB97M-V/def2-TZVPD.

Geometry as ORCA input:
```
! RIJCOSX wB97M-V def2-TZVPD def2/J DEFGRID3
* xyz 2 3
Pt 0.066 -0.079 -0.150
O 0.681 -1.565 1.370
O -1.573 -0.007 1.193
O 1.043 1.431 1.053
O -0.866 1.509 -1.208
O 1.789 0.220 -1.514
O -1.109 -1.757 -1.163
H -1.379 -1.998 -2.049
H -2.490 -0.121 0.944
H 1.091 2.347 0.782
H 0.447 -2.111 2.121
H -1.677 -2.273 -0.590
H 2.718 0.381 -1.347
H 1.757 1.328 1.682
H 1.636 0.580 -2.387
H -1.795 1.648 -1.028
H -0.481 2.384 -1.177
H -1.461 -0.568 1.961
H 1.603 -1.350 1.507
*
```

Computed properties:
E: -577.25334 hartree
expectation value of S²: 2.002
energy above the lowest of the compared OMol25 structures with the same formula, charge and spin: 23.6 kcal per mole
E_LUMO (alpha / beta): -7.36 / -7.94 eV
strongest force on any atom: 1.240 eV/Å
Kohn-Sham gap (alpha / beta): 9.8 / 10.3 eV



# 2
One molecule with the formula C16H20N2O3S2. Source: OMol25; level of theory: ωB97M-V/def2-TZVPD.

Geometry as ORCA input:
```
! RIJCOSX wB97M-V def2-TZVPD def2/J DEFGRID3
* xyz 0 1
S -1.285 2.178 2.145
S 1.349 -0.803 -6.500
O -0.579 3.431 2.109
O 1.122 -2.806 -1.685
O -2.708 2.190 1.979
N -0.933 1.311 3.522
N 1.720 -1.061 -2.990
C -0.561 -1.010 -0.205
C 1.126 0.634 -0.717
C -1.969 1.225 4.529
C 1.289 -1.962 -5.209
C 0.560 1.494 0.210
C 0.451 1.360 3.941
C -0.017 -1.523 -7.255
C -0.563 1.098 0.909
C 0.255 -2.830 -5.377
C 2.245 -1.885 -4.064
C -0.490 -2.581 -6.552
C 0.563 -0.621 -0.931
C -2.198 2.538 5.272
C 1.121 -0.003 3.791
C -1.131 -0.147 0.712
C 1.147 -1.609 -1.892
H -2.882 0.947 4.000
H 0.972 2.472 0.402
H 1.092 -0.331 2.755
H -2.462 3.311 4.555
H -0.382 -1.113 -8.176
H 0.040 -3.622 -4.683
H 2.019 0.932 -1.246
H -0.968 -1.996 -0.373
H 2.395 -2.881 -3.639
H -1.701 0.422 5.222
H -3.009 2.425 5.988
H 0.609 -0.744 4.400
H -1.337 -3.168 -6.857
H -1.303 2.849 5.805
H 3.204 -1.473 -4.390
H 0.956 2.101 3.317
H 1.574 -0.085 -3.191
H 0.519 1.694 4.980
H 2.158 0.056 4.113
H -2.007 -0.417 1.279
*
```

Computed properties:
E: -1753.29963 hartree
energy above the lowest of the compared OMol25 structures with the same formula, charge and spin: 30.1 kcal per mole
E_LUMO: 0.19 eV
strongest force on any atom: 1.148 eV/Å
Kohn-Sham gap: 9.2 eV
SMILES: CCN(CC)S(=O)(=O)c1ccc(C(=O)NCc2cccs2)cc1



# 3
A 2-piece molecular cluster, C2H4BrOP overall. Source: OMol25; level of theory: ωB97M-V/def2-TZVPD.

Geometry as ORCA input:
```
! RIJCOSX wB97M-V def2-TZVPD def2/J DEFGRID3
* xyz 0 1
Br 1.325 1.699 2.279
P -0.431 -0.273 -0.502
O -1.271 -1.222 0.295
C 0.969 0.019 1.561
C -0.903 0.287 -2.093
H 1.957 -0.516 1.701
H -1.501 -0.444 -2.653
H -0.205 0.935 -2.519
H 0.061 -0.486 1.932
*
```

Computed properties:
E: -3069.07524 hartree
energy above the lowest of the compared OMol25 structures with the same formula, charge and spin: 86.8 kcal per mole
E_LUMO (alpha / beta): -1.75 / -1.74 eV
strongest force on any atom: 3.947 eV/Å
Kohn-Sham gap (alpha / beta): 7.2 / 7.2 eV